Record 1
This record from OMol25 describes one molecule with the formula C3H6N2OS in a non-equilibrium geometry. The level of theory is the ωB97M-V functional and the def2-TZVPD basis.

Calculated values
E_HOMO = -0.30622 Ha
total charge = 0
LUMO energy = 0.69 eV
SMILES = C=CN(S)/C=N/O

Structure (XYZ):
```
13
Properties=species:S:1:pos:R:3:forces:R:3
C 1.0787 1.8920 -1.3329 -0.890 -1.060 -0.214
C 0.5190 0.6782 -1.1058 1.111 1.033 0.715
N 0.3963 -0.0003 0.1274 0.696 0.591 0.786
S 1.1806 0.5493 1.5809 -0.642 -0.056 -1.024
C -0.5234 -1.0359 0.1900 0.441 -0.006 0.078
N -0.7910 -1.6544 1.2585 -0.367 0.230 0.375
O -1.8012 -2.5988 1.0265 -0.305 -0.462 0.318
H 1.0579 2.2901 -2.3527 0.142 -0.328 0.420
H 1.4883 2.5386 -0.5611 -0.153 -0.330 -0.023
H 0.1800 0.0014 -1.8661 -0.242 0.345 -0.735
H 0.2619 1.4910 1.8939 0.125 -0.113 0.055
H -0.9407 -1.2820 -0.7739 -0.421 -0.178 -0.113
H -2.1064 -2.8691 1.9153 0.505 0.333 -0.637
```
Positions in Å, forces in eV/Å.

***

Record 2
This record from OMol25 describes C34H31AsN3O3PdS2 as an isolated structure. The level of theory is the ωB97M-V functional and the def2-TZVPD basis.

Calculated values
E_HOMO = -0.39103 Ha
total charge = +1
LUMO energy = -5.14 eV

Structure (XYZ):
```
75
Properties=species:S:1:pos:R:3:forces:R:3
Pd -0.3931 -0.4065 -0.4942 -0.314 -0.870 -0.126
C -0.1101 0.7300 2.3814 0.022 0.047 -0.018
C 0.1624 -0.6424 2.8740 0.018 -0.060 0.027
C 0.1997 -0.8928 4.2225 -0.035 0.000 0.013
C 0.4971 -2.1682 4.7085 0.001 0.005 -0.021
C 0.8231 -3.2383 3.8773 0.027 0.054 0.023
C 0.8649 -3.0516 2.5190 -0.092 0.007 -0.038
C 1.2382 -4.1665 1.6056 0.037 -0.005 -0.030
C 0.4755 -1.7468 1.9576 0.148 -0.020 0.173
N 0.4558 -1.7047 0.6705 -0.215 0.267 -0.387
H -0.1854 1.4265 3.2137 -0.005 0.013 -0.011
H -1.0342 0.8009 1.8042 -0.066 -0.065 -0.013
H 0.6889 1.0619 1.7147 -0.023 0.025 -0.008
H -0.0073 -0.0940 4.9217 -0.009 -0.005 0.005
H 0.4896 -2.3262 5.7808 -0.004 0.001 0.000
H 1.0600 -4.2024 4.3063 0.011 0.001 0.001
H 1.5437 -5.0405 2.1760 -0.001 -0.010 -0.002
H 2.0533 -3.8648 0.9448 -0.034 -0.008 0.040
H 0.4037 -4.4353 0.9558 -0.010 0.019 0.010
C 5.6825 -0.9378 0.6905 -0.013 0.006 -0.004
C 4.6506 -1.8399 0.4687 0.034 -0.001 0.017
C 3.4555 -1.4075 -0.0848 -0.095 -0.034 -0.059
C 3.2904 -0.0692 -0.4278 0.051 0.151 -0.109
C 4.3306 0.8312 -0.2150 -0.075 0.076 -0.019
C 5.5214 0.3967 0.3487 0.010 -0.045 0.011
As 1.6400 0.5486 -1.2333 0.201 0.095 0.350
C 1.6816 0.2465 -3.1237 0.082 0.010 -0.050
C 1.6111 -0.9569 -3.8020 -0.040 0.012 0.003
C 1.6163 -0.9422 -5.1901 -0.004 -0.021 -0.005
C 1.6837 0.2655 -5.8718 0.004 0.012 -0.014
C 1.7516 1.4694 -5.1847 -0.007 -0.004 0.013
C 1.7514 1.4711 -3.7958 0.029 -0.053 -0.006
C 1.8396 2.6694 -2.9296 0.002 -0.020 0.084
C 1.9393 3.9831 -3.3736 0.004 -0.020 0.016
C 2.0420 5.0134 -2.4510 0.008 0.022 -0.016
C 2.0440 4.7532 -1.0858 0.006 0.013 0.012
C 1.9301 3.4498 -0.6281 0.003 -0.022 -0.029
C 1.8338 2.4234 -1.5514 -0.007 0.042 -0.092
H 6.6141 -1.2764 1.1241 -0.004 -0.004 0.001
H 4.7809 -2.8837 0.7252 -0.008 0.000 -0.007
H 2.6532 -2.1161 -0.2504 -0.013 0.017 -0.029
H 4.2144 1.8717 -0.4912 0.018 -0.009 0.006
H 6.3254 1.1012 0.5149 -0.003 0.006 -0.006
H 1.5399 -1.8979 -3.2708 0.002 0.013 0.009
H 1.5627 -1.8728 -5.7391 -0.001 0.002 -0.002
H 1.6836 0.2697 -6.9538 0.002 0.001 0.002
H 1.8059 2.3986 -5.7366 -0.001 0.004 0.001
H 1.9456 4.2067 -4.4322 -0.001 0.000 -0.001
H 2.1241 6.0344 -2.8003 -0.002 -0.003 0.000
H 2.1198 5.5688 -0.3795 0.000 -0.003 -0.001
H 1.8944 3.2482 0.4343 -0.006 -0.006 0.003
N -4.0155 -0.8482 -0.5961 -0.015 0.041 0.110
C -3.2665 -1.8180 -1.1067 0.136 -0.123 0.093
N -1.9600 -1.9399 -0.9702 -0.056 0.299 0.040
C -1.5066 -3.0949 -1.6239 0.138 -0.070 -0.047
C -0.1888 -3.5338 -1.7175 0.063 0.000 -0.034
C 0.0948 -4.7008 -2.4103 -0.022 0.041 0.031
C -0.9141 -5.4442 -3.0159 -0.043 0.001 -0.012
C -2.2305 -5.0209 -2.9356 0.043 -0.052 -0.017
C -2.5038 -3.8536 -2.2429 -0.018 0.053 0.062
S -4.0494 -3.0952 -2.0004 -0.029 -0.038 -0.032
H -3.5920 0.0159 -0.2460 0.008 0.021 -0.073
H -4.9928 -0.8166 -0.8277 0.001 -0.016 0.001
H 0.5978 -2.9705 -1.2388 -0.009 -0.026 -0.023
H 1.1210 -5.0386 -2.4794 0.002 0.002 -0.003
H -0.6722 -6.3514 -3.5521 -0.008 -0.001 0.000
H -3.0254 -5.5851 -3.4046 0.001 -0.002 0.000
C -2.5105 3.2423 -1.9983 0.015 -0.035 0.070
S -1.8840 2.0780 -0.8297 0.100 -0.180 -0.322
O -2.9889 1.5844 -0.0166 0.044 0.169 -0.036
O -1.3535 0.9652 -1.7334 -0.035 0.290 0.493
O -0.8359 2.7011 -0.0609 0.018 0.057 -0.064
H -3.2380 2.7485 -2.6370 0.007 -0.031 0.011
H -1.6705 3.6149 -2.5802 0.007 -0.017 0.002
H -2.9778 4.0515 -1.4417 0.019 -0.015 0.031
```
Positions in Å, forces in eV/Å.

***

Record 3
This record from OMol25 describes C28H37Br2Cl2N2Ru as an isolated structure. The level of theory is the ωB97M-V functional and the def2-TZVPD basis.

Calculated values
multiplicity = 2
E_HOMO (spin up / spin down) = -0.56198 / -0.55749 Ha
total charge = +2
LUMO energy (spin up / spin down) = -6.64 / -7.56 eV

Structure (XYZ):
```
72
Properties=species:S:1:pos:R:3:forces:R:3
Ru 0.6730 -0.0194 -0.5973 -0.197 -0.256 -0.050
C 0.8636 -1.1188 1.2840 0.147 0.269 0.110
C -0.4886 -0.6444 1.2641 -0.003 -0.096 0.134
C -0.4269 0.8078 1.1876 -0.031 0.075 0.065
C 0.9686 1.1498 1.2132 -0.045 -0.035 -0.019
C 1.7680 -0.0168 1.3393 -0.047 -0.119 -0.277
C 3.2490 -0.0432 1.6145 -0.004 -0.008 -0.036
C 3.8385 -1.4088 1.2667 0.034 0.013 0.032
C 3.9597 1.0767 0.8473 -0.017 -0.024 -0.024
C 3.4036 0.2035 3.1267 0.017 -0.021 0.008
C -1.4936 1.9168 1.3055 -0.012 -0.004 0.050
C -2.5393 1.9746 0.1861 -0.054 -0.015 0.019
C -2.2144 1.7590 2.6574 -0.003 0.052 -0.020
C -0.8112 3.2943 1.3480 0.025 -0.024 -0.021
C -1.6241 -1.6258 1.5699 0.026 0.010 0.002
C -1.2689 -3.0687 1.1839 0.005 -0.004 0.017
C -1.7339 -1.6260 3.1126 -0.006 -0.033 0.000
C -2.9735 -1.3008 0.9347 -0.014 0.022 -0.018
H 1.1570 -2.1531 1.3408 -0.029 -0.008 0.020
H 1.3653 2.1502 1.2125 -0.065 0.043 -0.010
H 3.6576 -1.6793 0.2259 -0.051 -0.063 -0.010
H 3.4216 -2.1960 1.8961 0.000 -0.011 -0.004
H 4.9156 -1.4030 1.4341 -0.001 0.005 -0.003
H 3.7351 1.0405 -0.2229 0.043 -0.007 0.010
H 5.0383 0.9903 0.9787 -0.002 0.000 -0.004
H 3.6730 2.0636 1.2127 -0.013 0.002 0.008
H 2.9000 -0.5701 3.7082 -0.001 -0.003 -0.002
H 2.9981 1.1736 3.4166 -0.004 0.006 -0.005
H 4.4616 0.1870 3.3893 0.003 0.004 0.005
H -3.1391 1.0756 0.1023 0.029 -0.048 -0.032
H -2.0932 2.1847 -0.7811 0.037 0.055 -0.010
H -3.2198 2.7981 0.4061 -0.026 -0.025 0.017
H -2.9061 0.9224 2.6679 0.016 0.019 0.020
H -2.7983 2.6609 2.8427 0.006 0.003 0.006
H -1.5077 1.6479 3.4814 0.005 -0.007 0.000
H -0.2609 3.5210 0.4335 0.010 -0.005 -0.001
H -0.1375 3.3943 2.1995 0.001 -0.002 0.009
H -1.5808 4.0568 1.4571 -0.007 0.004 -0.015
H -0.3783 -3.4381 1.6908 0.001 -0.009 -0.011
H -1.1553 -3.2024 0.1128 -0.018 0.011 -0.017
H -2.0916 -3.7107 1.4965 0.007 -0.004 0.015
H -0.7935 -1.9452 3.5652 -0.001 -0.001 0.003
H -2.5023 -2.3430 3.4042 -0.007 0.007 0.000
H -2.0009 -0.6596 3.5263 0.008 0.013 -0.002
H -2.8909 -1.1768 -0.1481 0.003 -0.010 -0.004
H -3.4324 -0.4133 1.3572 -0.011 -0.006 -0.031
H -3.6584 -2.1276 1.1211 0.006 -0.008 0.000
Br -2.6370 4.1305 -4.7142 -0.003 0.005 -0.006
C -1.6306 2.9875 -3.6438 0.005 0.020 0.000
C -0.5627 3.4754 -2.9001 -0.001 -0.019 0.007
C 0.1219 2.5961 -2.0889 -0.041 0.001 -0.004
N -0.1895 1.2966 -2.0073 0.188 0.082 0.078
C -1.1778 0.8088 -2.7811 -0.031 0.084 -0.047
C -1.9333 1.6329 -3.5947 0.030 -0.030 0.030
C -1.2948 -0.6593 -2.7526 0.002 -0.129 -0.008
C -2.0830 -1.3844 -3.6268 0.019 0.069 0.040
C -1.9522 -2.7665 -3.6591 0.015 -0.047 0.012
Br -3.0023 -3.7760 -4.8173 -0.010 -0.014 -0.012
C -1.0056 -3.3787 -2.8481 -0.003 0.009 0.002
C -0.2803 -2.5899 -1.9804 -0.066 0.043 0.031
N -0.4489 -1.2651 -1.8940 0.147 0.019 -0.106
H -0.2780 4.5167 -2.9410 -0.003 0.004 0.002
H 0.9460 2.9331 -1.4748 0.006 0.001 0.000
H -2.7421 1.2402 -4.1924 0.002 -0.008 -0.005
H -2.7664 -0.8932 -4.3029 -0.002 0.008 0.000
H -0.8384 -4.4454 -2.8832 -0.005 -0.003 -0.006
H 0.4638 -3.0244 -1.3270 0.008 0.006 -0.002
Cl 3.9267 -2.8003 -2.4382 -0.018 -0.005 0.086
C 4.0301 -1.0650 -2.3629 -0.005 -0.002 -0.065
Cl 2.3791 -0.3090 -2.4834 0.012 0.134 0.063
H 4.5592 -0.6818 -3.2283 -0.001 0.011 0.012
H 4.4701 -0.7369 -1.4291 -0.007 0.006 -0.027
```
Positions in Å, forces in eV/Å.

***

Record 4
This record from OMol25 describes C20H13Br4ClN4O as an isolated structure in a non-equilibrium geometry. The level of theory is the ωB97M-V functional and the def2-TZVPD basis.

Calculated values
E_HOMO = -0.30493 Ha
total charge = 0
LUMO energy = -1.07 eV

Structure (XYZ):
```
43
Properties=species:S:1:pos:R:3:forces:R:3
O 3.3764 0.0132 0.4387 -1.101 1.002 0.023
Cl 1.4105 -4.0016 1.0709 -0.188 -2.108 0.829
Br 4.0917 -1.3316 -3.8083 -1.744 -0.279 1.524
Br -2.3061 6.0967 3.3580 -0.064 -0.656 -0.264
Br 1.0057 5.8269 3.3378 0.207 0.364 0.410
Br 2.5242 2.9251 2.5486 -0.272 0.412 0.033
N 1.2039 -1.3696 -2.9078 3.382 -1.206 0.659
N -2.0943 1.3191 0.9772 2.303 -3.632 -2.418
C 2.2597 0.4642 0.5795 2.541 -1.156 -0.905
C 2.5679 -1.6063 -2.5986 -3.808 0.518 0.243
C -1.1282 0.4471 0.6035 -1.267 2.285 2.656
C 1.3948 -2.1140 -0.7523 -0.766 1.043 -2.411
C 0.5025 -1.7396 -1.7762 1.800 -0.207 0.644
C 1.2102 -2.4253 0.6207 0.405 5.490 3.603
C 1.1348 -1.3998 1.6109 0.193 -2.310 -0.095
C -1.5606 -0.8827 0.5955 -1.078 -4.214 -1.919
C -1.5066 -1.8975 -0.2829 0.615 0.480 0.436
C -2.2739 3.5190 1.9736 5.310 -0.198 0.978
C -1.5139 4.5271 2.6209 2.359 -1.280 -0.612
C -0.0183 4.3992 2.7581 -1.562 -1.674 -1.535
C 0.6687 3.2217 2.2792 -1.420 0.831 0.124
C -1.4263 2.3719 1.4402 -2.089 4.727 2.800
C -0.0477 2.2081 1.6089 -0.737 2.154 1.448
N 2.6470 -2.0496 -1.2851 0.708 0.730 -2.998
N 1.3306 0.0640 1.5624 -0.129 -1.889 -1.698
C -1.4661 -3.2370 -2.2857 2.608 -0.460 1.002
C -1.7303 -0.7401 -2.3757 -1.579 0.900 0.122
C 1.3113 1.3267 -0.2669 0.239 -0.579 1.917
C 0.3469 0.9393 0.9661 -3.230 1.131 -2.446
C -0.9911 -1.8539 -1.7087 -0.718 -2.351 0.279
H 0.9551 -1.6863 2.6604 0.131 -0.271 -0.717
H -2.2614 -1.3765 1.2499 -0.110 1.680 1.784
H -1.9704 -2.8140 0.1542 0.461 0.438 -1.157
H -3.3012 3.5518 2.2184 -1.118 -0.512 -0.809
H 3.5047 -1.8908 -0.8036 0.453 -0.284 0.778
H -1.0817 -4.0787 -1.5861 -0.765 1.231 -1.332
H -2.5088 -3.2317 -2.3756 -1.695 -0.155 0.301
H -1.0983 -3.3802 -3.2916 0.418 -0.144 -0.231
H -2.7824 -0.6693 -1.9373 1.339 -0.088 -0.707
H -1.8219 -0.8122 -3.4630 0.347 0.003 0.155
H -1.2005 0.1558 -2.0780 -0.197 0.657 -0.346
H 1.1349 0.8343 -1.2023 -0.342 -0.495 -0.416
H 1.5084 2.3768 -0.4481 0.158 0.071 0.269
```
Positions in Å, forces in eV/Å.

***

Relative energy (zero: lowest compared OMol25 entry of this formula, charge and spin) per entry: 92.3 0.0 0.0 86.3 kcal per mole